## w
DFT (the ωB97M-V functional and the def2-TZVPD basis) results for 2 unconnected molecules or ions with the total composition C2H2NO4.

Results
* net charge: -1

Each line ends with the natural charge from an NBO analysis.
Atoms and positions in Å:
C  -2.065  0.314  0.114  0.99
N  1.631  0.491  0.467  -0.78
H  -0.834  -1.192  -0.864  0.47
O  -2.900  0.268  -0.769  -0.74
O  -1.840  0.774  1.184  -0.71
H  0.522  0.312  0.469  0.50
O  3.609  -0.461  -0.333  -0.60
C  2.566  -0.060  -0.011  0.80
O  -0.690  -0.445  -0.256  -0.94

=====

## x
DFT (the ωB97M-V functional and the def2-TZVPD basis) results for 2 unconnected molecules or ions with the total composition C2H2NO4.

Results
* net charge: -1

Each line ends with the natural charge from an NBO analysis.
Atoms and positions in Å:
O  -0.851  1.872  -0.422  -0.66
O  1.267  0.229  1.229  -0.64
H  -2.092  -0.006  -1.404  0.47
O  1.989  -0.994  -0.897  -0.34
H  -0.506  -0.943  1.242  0.10
O  -1.775  -0.242  -0.458  -0.77
N  2.626  -0.571  -0.010  0.15
C  -0.749  0.699  -0.062  0.61
C  0.091  -0.044  0.782  0.08

=====

Stability, lowest: x

=====

## w
DFT (the ωB97M-V functional and the def2-TZVPD basis) results for a molecular structure, C68H57N4O2P2Sn.

Results
* net charge: +3

Each line ends with the Mulliken charge.
Atoms and positions in Å:
C  0.419  -1.603  7.071  -1.08
C  -5.457  -4.489  -2.844  -0.65
C  -5.192  -0.138  2.047  -0.96
C  -1.660  0.870  -2.642  0.85
H  -3.101  -0.462  4.680  0.64
H  0.590  0.558  4.463  0.35
C  3.246  1.759  3.824  1.07
C  -3.288  -4.337  -1.822  -0.33
H  2.037  6.359  -3.880  0.47
H  0.184  3.145  -0.057  0.50
C  -5.743  -3.178  -2.476  -1.51
H  -4.020  -6.079  -2.824  0.52
H  1.601  -0.177  -4.117  0.67
C  -2.627  3.091  -2.621  -1.07
C  3.527  -2.715  1.344  -0.93
H  -4.423  1.244  3.495  0.52
H  -0.154  5.549  0.441  0.57
H  0.837  -1.773  8.052  0.43
C  0.804  -0.489  6.311  -0.43
H  -2.042  -1.270  -4.604  0.54
C  -4.040  1.171  -2.894  -1.12
H  -0.020  -3.359  -0.022  0.43
H  -3.075  -0.736  -2.819  0.33
H  1.372  -2.385  -2.266  0.34
H  0.238  6.514  -5.587  0.46
O  -0.880  -1.177  3.183  -0.68
H  -2.500  4.162  -2.538  0.61
C  -1.525  2.258  -2.521  -0.46
Sn  -0.209  -0.289  1.245  1.41
H  -2.064  -4.139  5.459  0.48
H  -2.335  -4.773  -1.552  0.58
C  1.917  4.247  -3.717  -0.38
O  -4.605  -3.765  2.076  -0.48
H  7.602  -0.146  0.592  0.44
H  0.592  4.566  3.535  0.53
N  1.653  1.836  -3.623  0.56
C  1.332  3.780  3.598  -0.83
C  4.566  -0.095  -0.894  -0.48
H  -0.273  -5.124  -5.119  0.45
C  0.276  3.161  -5.130  -0.71
H  -5.003  -1.412  -1.496  0.94
C  1.015  3.841  -0.123  -0.83
H  4.532  -2.529  1.693  0.38
C  0.913  0.634  -3.877  -1.76
C  0.676  -3.858  -3.668  -0.90
H  3.979  6.289  -0.397  0.49
C  0.631  -2.636  -3.018  -0.90
H  -0.546  2.687  -2.349  0.32
C  3.431  2.999  4.476  -0.85
H  0.238  2.428  2.358  0.36
C  2.271  3.361  -0.494  1.86
C  -1.279  -3.241  -4.923  -0.84
C  -0.585  -1.217  4.444  0.36
C  3.270  -3.846  0.589  -1.40
H  4.464  2.727  0.980  0.53
C  4.843  1.819  0.533  -0.73
C  1.541  5.465  -4.231  -0.80
H  -6.624  -3.709  1.520  0.43
N  -1.854  -1.691  -0.083  -0.44
H  -5.762  0.612  1.514  0.51
C  -0.294  -4.167  -4.614  -0.80
C  -0.517  -2.459  6.560  -0.82
C  1.267  -2.043  1.078  0.61
C  -3.669  -0.734  3.802  -0.25
C  -1.102  -2.261  5.285  1.27
H  3.527  2.457  -2.891  0.75
H  3.946  -0.705  -1.545  -0.04
C  2.516  -1.791  1.622  0.72
H  1.509  0.218  6.728  0.55
C  2.779  -0.578  2.422  1.24
C  -0.088  4.386  -5.635  -0.81
C  -2.101  -3.197  4.921  -0.67
C  -5.281  -1.466  1.656  -0.21
N  1.900  0.404  2.329  1.14
H  4.574  -1.319  3.374  0.65
H  6.692  1.909  1.611  0.49
H  -4.747  3.197  -2.927  0.43
C  -2.939  0.334  -2.784  -0.31
P  -0.143  -0.118  -2.431  2.04
C  -3.580  -3.023  -1.440  1.24
H  -3.591  -3.995  3.885  0.27
C  -3.888  2.549  -2.828  -1.07
H  -0.862  4.436  -6.389  0.48
H  4.312  3.911  -0.926  0.52
H  -2.028  -3.485  -5.665  0.52
P  2.374  1.579  -0.871  1.97
C  3.338  4.258  -0.604  -0.68
C  3.148  5.600  -0.314  -1.06
C  -2.635  -2.287  -0.683  -0.66
C  0.307  -0.303  5.046  -0.43
C  2.787  1.673  -2.757  -2.21
H  -5.927  -1.748  0.838  0.57
H  -5.907  -5.298  1.845  0.35
C  -4.564  -2.438  2.335  0.92
H  -6.698  -2.741  -2.732  0.50
H  -6.201  -5.069  -3.373  0.50
C  -4.231  -5.061  -2.527  -1.07
C  2.500  3.992  4.357  -1.06
C  5.835  -0.535  -0.560  -0.86
H  -5.025  0.748  -3.044  0.61
H  -0.217  2.287  -5.526  0.48
C  3.906  -0.479  3.261  -1.20
H  1.790  -4.975  -0.486  0.58
C  -4.806  -2.437  -1.782  0.18
C  2.099  1.567  3.013  -0.72
H  -0.867  -3.286  7.166  0.44
C  -5.733  -4.323  1.396  -0.77
H  4.323  3.142  5.072  0.56
H  5.012  0.764  4.586  0.53
C  1.285  3.054  -4.140  1.78
H  2.688  4.233  -2.965  0.35
H  1.759  7.111  0.304  0.51
H  3.255  0.712  -2.963  0.84
C  6.102  1.358  0.890  -1.00
N  -3.097  -3.127  4.073  0.18
H  4.068  -4.548  0.387  0.45
C  4.073  1.113  -0.391  1.01
H  6.219  -1.449  -0.994  0.49
C  1.895  6.064  0.070  -0.98
C  -4.415  0.224  3.136  -0.97
C  0.825  5.187  0.154  -1.08
H  2.647  4.942  4.852  0.47
C  -3.714  -2.059  3.391  -0.41
C  6.610  0.196  0.329  -0.89
C  1.138  2.597  2.940  0.19
C  -1.302  -1.999  -4.303  -0.30
H  -5.511  -4.454  0.336  0.14
C  -0.359  -1.696  -3.323  0.89
H  0.205  0.744  -4.689  0.31
C  4.143  0.678  3.945  -1.55
H  1.468  -4.562  -3.445  0.54
C  0.533  5.552  -5.190  -0.61
C  1.998  -4.086  0.095  -0.41
C  0.977  -3.176  0.355  -0.78

=====

## x
DFT (the ωB97M-V functional and the def2-TZVPD basis) results for a molecular structure, C68H57N4O2P2Sn.

Results
* net charge: +3

Each line ends with the Mulliken charge.
Atoms and positions in Å:
N  -0.455  4.399  -3.738  0.25
C  0.230  -1.535  5.404  -0.44
H  1.342  1.939  2.467  0.41
C  0.743  -0.626  -4.646  1.73
C  1.748  -0.655  3.766  -0.83
H  -5.997  0.371  -0.916  0.47
C  -0.193  -4.482  -4.035  -0.90
C  2.832  -2.157  -1.783  -0.15
C  -2.552  -0.248  4.616  -0.70
Sn  -0.138  1.298  -0.046  1.95
C  1.291  2.919  4.362  -1.00
H  2.724  -4.762  5.569  0.49
C  -1.511  -4.186  -4.351  -0.68
H  -0.911  -3.577  3.654  0.73
P  -0.709  -1.285  2.711  2.11
C  -3.395  2.642  2.654  -1.35
C  1.224  -1.458  6.364  -0.90
N  0.206  -3.871  1.897  0.53
H  -1.715  7.964  0.541  0.44
N  0.439  0.415  -2.307  -0.39
H  -3.972  0.549  6.002  0.51
C  -0.858  3.607  5.192  -0.98
H  -1.027  -4.185  0.267  0.61
C  -2.354  -0.986  3.450  0.99
H  -1.479  4.078  5.941  0.55
C  -1.343  6.998  0.235  -1.12
H  -1.179  -1.820  -7.151  0.52
H  4.323  -6.126  4.254  0.46
C  -0.293  -1.567  -6.588  -1.02
C  -0.323  -3.058  -2.091  0.88
H  1.411  -4.211  -2.657  0.46
H  -5.933  -0.323  4.778  0.44
H  1.590  4.972  -2.019  0.64
H  3.262  -0.929  6.776  0.50
C  2.753  -0.594  4.722  -1.03
C  2.010  -0.934  -5.144  -0.10
H  2.082  -5.439  0.712  0.41
C  -3.472  -1.427  2.739  -0.66
H  0.828  -3.720  4.500  0.42
H  1.377  3.038  -7.380  0.47
H  1.052  -2.363  -8.051  0.52
H  -1.970  -4.629  -5.224  0.49
C  -4.935  0.538  -0.806  -1.42
C  3.148  3.872  -2.990  -1.09
H  -0.740  -1.930  5.680  0.45
H  3.911  4.202  -2.301  0.49
C  0.009  -3.903  0.466  -1.83
H  -0.366  2.806  -7.638  0.31
C  2.206  -5.257  1.765  -0.84
H  0.645  1.421  -7.152  0.18
C  0.869  3.896  -3.725  -0.22
C  0.494  3.521  5.359  -1.19
H  4.775  -1.973  -2.660  0.58
C  -3.083  1.343  0.512  0.53
H  2.891  -0.683  -4.571  0.79
H  0.375  -5.157  -4.660  0.51
H  0.334  4.313  1.466  0.43
H  -0.446  6.537  2.132  0.51
C  2.577  -4.895  4.507  -0.86
C  2.768  -2.199  0.611  -0.37
C  -4.936  -0.492  4.397  -0.86
C  0.479  -1.127  4.089  1.34
C  1.206  3.115  -4.841  0.69
H  1.018  -1.770  7.378  0.49
C  -0.206  4.929  0.762  -0.76
C  -0.436  4.428  -0.523  0.29
C  -2.220  0.958  -0.509  0.71
C  -1.177  5.049  -2.870  -0.60
C  -1.470  3.086  4.029  1.18
H  4.506  2.763  -4.221  0.50
C  -2.246  -3.342  -3.530  -0.74
H  3.961  -6.446  1.825  0.47
H  -5.142  1.377  1.140  0.39
H  -4.449  -0.246  -2.739  0.51
H  5.953  -1.915  -0.491  0.44
N  -1.238  1.951  1.912  1.11
C  -3.835  -0.010  5.086  -0.92
H  1.955  -0.335  2.750  0.38
O  -0.209  3.173  -0.859  -0.88
C  -2.858  3.185  3.782  -1.54
H  3.736  -0.232  4.454  0.61
C  4.877  -2.000  -0.521  -1.11
C  2.113  -1.563  -6.371  -1.31
C  2.090  -2.264  -0.608  0.62
C  -0.639  6.185  1.128  -0.35
H  2.796  2.112  -5.868  0.56
C  -0.413  -0.939  -5.360  0.03
C  2.489  -0.988  6.024  -0.96
H  0.656  -4.642  0.009  0.38
H  -4.452  2.719  2.457  0.66
H  -2.225  -2.113  -1.778  0.34
C  -0.845  -3.184  2.643  -2.15
C  0.965  -1.875  -7.090  -0.68
C  -4.752  -1.194  3.213  -0.75
C  1.840  4.296  -2.820  -0.27
C  3.478  -5.660  3.767  -0.62
C  -1.011  5.304  -1.479  1.38
C  3.481  3.078  -4.079  -0.79
H  2.335  -2.179  -2.741  0.32
H  -5.605  -1.566  2.663  0.50
C  0.605  -0.001  -3.366  -1.25
C  4.212  -2.032  -1.738  -0.90
H  0.961  3.918  6.247  0.50
P  0.266  -2.300  -0.537  2.12
H  -3.353  -1.948  1.795  0.01
H  -2.028  0.106  -2.470  0.44
C  1.275  -4.464  2.501  2.16
C  -1.528  6.549  -1.047  -0.80
H  4.653  -2.037  1.612  0.60
H  -2.034  7.177  -1.769  0.47
C  -4.450  1.116  0.353  -0.52
C  -1.653  -2.778  -2.412  -0.90
H  -0.855  4.327  -4.672  0.26
H  -3.283  -3.132  -3.757  0.49
H  2.362  2.869  4.498  0.54
C  4.148  -2.076  0.657  -0.80
H  -1.708  0.145  5.167  0.51
C  -2.696  0.383  -1.674  -0.97
H  -2.028  5.541  -3.330  0.52
H  -1.385  -0.701  -4.953  0.50
C  -0.672  2.466  3.046  -0.38
C  0.493  2.496  -7.047  -0.89
C  2.521  2.705  -5.010  -0.19
O  0.184  2.813  -5.683  -0.49
C  3.277  -5.837  2.396  -0.86
H  -3.490  3.691  4.501  0.55
H  3.086  -1.810  -6.770  0.48
C  -4.066  0.188  -1.825  -0.44
C  0.397  -3.932  -2.906  -0.42
H  2.219  -2.231  1.543  -0.12
C  -2.547  1.990  1.734  1.07
H  -1.787  -3.402  2.138  0.73
C  1.493  -4.313  3.900  -0.48
C  0.723  2.403  3.231  0.14

=====

Stability, lowest: w

=====

## w
DFT (the ωB97M-V functional and the def2-TZVPD basis) results for a gas-phase ion, C5H8NOS (charge +1).

Results
* SMILES: [NH3+][C@@H](S)c1ccco1
* net charge: +1

Each line ends with the natural charge from an NBO analysis.
Atoms and positions in Å:
H  -1.160  0.970  -1.074  0.28
H  0.777  2.367  -1.172  0.45
H  1.911  1.360  -0.543  0.48
H  0.624  1.894  0.462  0.46
H  0.753  -1.549  -1.872  0.17
O  -1.444  -0.141  1.037  -0.39
C  0.134  -1.637  0.531  -0.24
C  -0.166  0.524  -0.925  -0.21
N  0.816  1.556  -0.514  -0.71
H  -2.275  -1.092  2.703  0.23
S  0.759  -0.279  -2.315  0.01
H  -0.321  -3.007  2.115  0.26
C  -1.543  -1.143  1.856  0.15
C  -0.624  -2.073  1.687  -0.32
C  -0.393  -0.429  0.191  0.14
H  1.034  -2.188  0.167  0.25

=====

## x
DFT (the ωB97M-V functional and the def2-TZVPD basis) results for a gas-phase ion, C5H8NOS (charge +1).

Results
* SMILES: O[C@@]1(S)C=CC=C[NH2+]1
* net charge: +1

Each line ends with the natural charge from an NBO analysis.
Atoms and positions in Å:
C  -1.766  -0.801  -0.023  -0.17
H  0.459  0.376  2.285  0.25
N  0.002  0.438  -1.124  -0.56
C  0.852  0.327  0.131  0.30
S  1.912  -1.209  -0.090  -0.02
H  -1.568  -0.624  -2.141  0.25
O  1.608  1.471  0.106  -0.70
H  0.606  0.212  -1.926  0.46
C  0.001  0.124  1.342  -0.22
H  2.988  -0.543  -0.511  0.16
C  -1.209  -0.433  1.263  -0.19
H  -0.257  1.435  -1.219  0.46
C  -1.197  -0.403  -1.155  -0.06
H  -1.788  -0.626  2.150  0.25
H  2.014  1.665  0.961  0.52
H  -2.657  -1.407  -0.048  0.26

=====

Stability, lowest: w